69
Properties=species:S:1:pos:R:3:forces:R:3:nbo_charge:R:1 method="wB97M-V/def2-TZVPD" energy_ev=-90487.9287 fmax_ev_per_a=0.19 homo_lumo_gap_ev=8.38 e_above_lowest_kj_mol=0.0 lumo_ev=0.09
Tl 0.330538 -1.356609 -0.327602 -0.154 -0.026 -0.060 0.74
C 3.545239 1.352225 1.891197 -0.010 0.042 -0.009 -0.54
C 3.258047 0.424155 3.069998 0.012 -0.067 0.007 -0.55
S 2.777726 -1.206311 2.445683 -0.069 0.009 -0.006 0.22
C 1.680539 -1.882085 3.728159 0.063 0.009 -0.023 -0.53
C 0.573235 -0.971241 4.250173 -0.029 0.084 0.022 -0.55
S -0.158474 -0.016391 2.893023 0.031 -0.114 -0.003 0.22
C -1.538652 0.800568 3.741553 0.049 0.052 -0.038 -0.54
C -1.594161 2.278020 3.347727 -0.031 0.039 -0.013 -0.54
S -1.361439 2.566518 1.564132 0.032 -0.018 0.020 0.22
C 0.103480 3.636203 1.558704 -0.056 0.014 0.011 -0.53
C 1.402423 3.033544 2.068480 0.023 -0.062 -0.010 -0.55
S 2.105722 1.837881 0.906465 0.021 0.025 -0.013 0.24
H 4.237563 0.878146 1.192647 0.002 -0.015 -0.009 0.23
H 4.031214 2.261147 2.253406 0.031 -0.014 -0.005 0.22
H 2.452938 0.827133 3.683247 -0.009 -0.002 -0.004 0.22
H 4.154562 0.334628 3.686108 -0.016 0.029 0.020 0.22
H 2.273339 -2.248144 4.567048 -0.022 -0.006 0.009 0.22
H 1.242119 -2.748254 3.229550 -0.002 -0.005 0.006 0.24
H 0.965653 -0.282628 5.002375 0.001 -0.004 -0.001 0.20
H -0.189284 -1.587115 4.730055 0.029 -0.017 0.020 0.22
H -1.391394 0.714575 4.819737 -0.041 -0.007 0.003 0.22
H -2.475108 0.302974 3.485140 0.012 -0.009 -0.024 0.22
H -0.818635 2.833849 3.874666 0.012 0.003 -0.008 0.22
H -2.558344 2.700842 3.632187 0.007 -0.001 0.047 0.23
H -0.126541 4.534956 2.133748 0.000 0.001 -0.007 0.22
H 0.205986 3.940930 0.515000 0.016 0.018 -0.003 0.24
H 1.238733 2.537895 3.027719 -0.015 0.024 -0.002 0.21
H 2.129131 3.837011 2.212123 -0.003 0.006 0.018 0.22
C 3.815331 -1.605236 -1.406445 0.008 -0.005 -0.033 -0.64
C 3.365542 -0.268290 -1.923835 -0.006 -0.012 0.035 0.24
C 4.302173 0.676039 -2.338411 -0.003 -0.006 -0.010 -0.25
C 3.859129 1.890059 -2.821883 0.008 0.007 -0.001 -0.15
C 2.497371 2.127412 -2.895323 -0.007 0.004 0.007 -0.24
C 1.624025 1.136416 -2.469038 -0.037 -0.011 0.028 0.20
N 2.057260 -0.027360 -1.980368 -0.019 0.042 0.031 -0.47
C 0.150888 1.357463 -2.535960 0.033 -0.006 -0.053 0.19
C -0.366904 2.138499 -3.561160 -0.034 -0.022 -0.030 -0.17
C -1.730902 2.334272 -3.623564 0.006 0.006 0.008 -0.16
C -2.528673 1.772094 -2.648430 -0.045 0.022 -0.050 -0.21
C -1.938862 1.008390 -1.649913 0.004 0.111 0.089 0.20
N -0.621682 0.794220 -1.605569 0.002 0.022 0.086 -0.48
C -2.796525 0.442296 -0.567297 0.016 -0.132 -0.074 0.20
C -3.965848 1.096220 -0.202385 -0.068 0.063 0.041 -0.24
C -4.743366 0.560138 0.808609 -0.018 0.018 -0.011 -0.16
C -4.341500 -0.614887 1.410831 0.002 -0.017 -0.014 -0.26
C -3.160515 -1.219909 0.986858 0.021 0.015 -0.026 0.25
C -2.728026 -2.519781 1.604391 0.033 0.034 -0.002 -0.64
N -2.404398 -0.686618 0.027703 0.089 -0.011 -0.017 -0.46
H 4.417327 -2.114774 -2.160138 0.008 -0.005 0.010 0.23
H 2.963060 -2.236483 -1.169814 0.003 -0.004 -0.004 0.23
H 4.427961 -1.493959 -0.510117 0.000 -0.004 0.017 0.22
H 5.358161 0.446760 -2.281927 0.011 -0.005 0.008 0.22
H 4.564608 2.647778 -3.137414 0.002 0.004 -0.003 0.22
H 2.121441 3.076757 -3.247922 -0.006 -0.004 -0.007 0.22
H 0.282837 2.528346 -4.330246 0.010 -0.003 0.002 0.22
H -2.170360 2.899985 -4.434118 0.002 -0.008 -0.008 0.22
H -3.602310 1.880494 -2.694127 0.021 -0.030 0.009 0.22
H -4.248957 2.027478 -0.670492 0.029 -0.007 0.006 0.22
H -5.653740 1.056845 1.118730 -0.006 0.002 0.005 0.22
H -4.932331 -1.076243 2.191468 -0.004 -0.007 0.014 0.22
H -3.492495 -3.281988 1.447795 0.001 -0.010 0.000 0.23
H -2.585840 -2.405814 2.680871 0.004 0.004 0.013 0.22
H -1.797975 -2.870569 1.167380 0.036 0.012 -0.039 0.23
F -2.269391 -1.069080 -3.648418 -0.080 0.017 -0.001 -0.57
B -1.058539 -1.744814 -3.851942 0.023 0.107 -0.022 1.36
F -0.563292 -2.141264 -2.552468 0.046 -0.139 0.115 -0.61
F -0.113027 -0.874958 -4.414091 0.058 0.059 -0.016 -0.57
F -1.228792 -2.874082 -4.627046 -0.023 -0.090 -0.047 -0.55

---

71
Properties=species:S:1:pos:R:3:forces:R:3:mulliken_charge:R:1 method="wB97M-V/def2-TZVPD" energy_ev=-110395.2237 fmax_ev_per_a=0.82 charge=-1 homo_lumo_gap_ev="6.58 / 6.58" e_above_lowest_kj_mol=112.3 lumo_ev="2.47 / 2.47"
Fe -0.193049 0.768719 0.189688 0.423 -0.277 -0.185 0.58
N 1.447415 0.884879 -3.822342 0.066 0.116 0.145 -0.49
C 0.844911 1.018027 -2.581303 0.142 -0.022 -0.313 0.37
S 1.081973 -0.264304 -1.449758 0.090 -0.130 -0.171 -0.46
N 0.187261 2.112748 -2.383311 -0.095 -0.117 0.488 -1.30
N -0.353732 2.179002 -1.088184 -0.230 0.306 -0.419 1.13
C -1.205427 3.125344 -0.949214 0.008 0.097 0.300 -0.28
C -1.944254 3.439331 0.264605 0.022 -0.023 -0.371 0.69
C -2.835262 4.514799 0.194534 -0.095 0.072 0.048 -0.66
C -3.604726 4.912160 1.270740 0.098 -0.086 -0.055 -0.77
C -3.478427 4.194669 2.463780 -0.031 -0.019 0.074 -0.42
C -2.609652 3.131536 2.567111 -0.012 0.070 0.009 -0.80
C -1.804465 2.716486 1.479177 0.263 -0.099 0.154 0.69
O -0.957178 1.750665 1.641933 -0.610 0.184 0.200 -0.50
H 1.660913 -0.057534 -4.093848 -0.054 -0.022 -0.049 0.24
H 1.076482 1.492849 -4.533812 -0.024 -0.042 -0.050 0.24
H -1.399844 3.743746 -1.823256 0.043 0.053 0.009 0.21
H -2.913364 5.046521 -0.748792 -0.010 0.006 0.002 0.33
H -4.287109 5.747190 1.187871 -0.013 0.006 0.008 0.38
H -4.078789 4.470375 3.324460 -0.002 0.011 -0.005 0.36
H -2.519402 2.564538 3.485837 -0.009 0.012 0.015 0.38
O -1.935791 0.100384 -0.141121 -0.261 0.119 -0.155 -0.70
O -1.959921 -0.981570 -1.068413 0.408 -0.195 0.018 -0.28
C -2.741928 -5.012561 -1.631091 -0.010 -0.034 0.012 -0.82
N -2.302651 -4.888409 -0.241957 0.071 0.062 -0.042 0.12
C -0.939300 -5.409124 -0.131095 -0.002 -0.007 0.022 -0.89
N 0.003021 -4.818883 -1.076062 -0.030 0.106 -0.016 0.11
C -0.515412 -4.986824 -2.427822 0.020 -0.013 0.039 -0.91
N -1.841128 -4.414914 -2.610724 0.033 0.058 -0.007 0.11
C -1.780839 -2.953668 -2.430726 -0.039 -0.110 -0.032 -1.45
P -1.253096 -2.399131 -0.724448 -0.411 0.216 -0.063 2.74
C -2.358075 -3.499341 0.234283 -0.065 -0.041 0.114 -1.48
C 0.309822 -3.419613 -0.758747 0.169 -0.061 -0.112 -1.07
H -3.727794 -4.553788 -1.725536 -0.003 0.003 -0.025 0.40
H -2.828918 -6.077991 -1.861796 0.001 -0.007 0.018 0.33
H -0.969235 -6.485922 -0.316807 -0.022 -0.004 -0.012 0.28
H -0.576648 -5.239588 0.884612 -0.005 -0.006 0.005 0.43
H -0.566985 -6.058426 -2.641388 -0.003 -0.001 0.003 0.29
H 0.176661 -4.520433 -3.131346 -0.007 -0.004 -0.010 0.40
H -2.756011 -2.522381 -2.655914 -0.021 -0.025 -0.007 0.47
H -1.067320 -2.535744 -3.146469 -0.021 0.026 -0.004 0.28
H -3.369662 -3.101739 0.115439 -0.014 -0.049 0.023 0.30
H -2.112061 -3.475796 1.296383 -0.001 0.009 -0.009 0.42
H 0.813280 -3.378187 0.204648 0.019 0.001 -0.010 0.44
H 0.977637 -3.007056 -1.515689 0.008 -0.027 0.025 0.49
S 0.522871 -2.248540 3.436720 -0.163 0.162 -0.548 -0.41
C -0.064588 -1.831251 1.976758 0.155 -0.026 0.623 0.35
N -0.488718 -1.538055 0.919136 0.126 -0.021 0.215 -0.76
C 5.322343 -0.157356 6.351242 -0.033 0.002 0.009 -1.50
C 4.370638 0.297112 5.276359 0.095 -0.041 0.097 0.73
C 4.484366 -0.176715 3.980026 -0.105 0.047 -0.132 -1.11
C 3.618057 0.230784 2.965370 0.219 -0.166 0.189 0.66
C 3.777050 -0.382242 1.603218 -0.042 -0.002 -0.004 -1.02
C 2.628363 1.165632 3.293361 -0.428 0.455 -0.530 0.87
C 1.685703 1.683296 2.269223 0.401 -0.138 0.386 -0.31
O 1.626881 1.253295 1.133126 0.007 -0.310 -0.017 -0.68
C 2.472267 1.639202 4.606570 0.113 -0.080 0.170 1.20
C 1.361948 2.581527 5.004924 0.001 0.051 -0.004 -1.83
C 3.352034 1.193387 5.581012 -0.095 0.016 -0.075 -0.94
H 6.046138 -0.873086 5.963597 -0.002 -0.002 -0.010 0.34
H 4.783219 -0.631628 7.173573 -0.003 -0.001 -0.005 0.33
H 5.871126 0.689686 6.767940 0.003 0.000 -0.003 0.33
H 5.257039 -0.899542 3.742680 0.013 0.002 0.013 0.22
H 4.639093 -1.049742 1.605661 0.000 0.000 -0.025 0.37
H 3.892148 0.358980 0.814036 0.013 0.038 0.024 0.30
H 2.888026 -0.953974 1.332606 -0.002 -0.006 0.020 0.01
H 1.006946 2.483164 2.575757 -0.094 -0.047 0.004 0.44
H 1.540974 3.598901 4.649348 0.017 -0.017 -0.027 0.38
H 1.290007 2.620840 6.091357 0.003 0.009 0.000 0.36
H 0.394221 2.269387 4.613007 0.003 -0.040 0.020 0.38
H 3.231512 1.539698 6.602367 0.012 0.004 0.001 0.34